Entry 1:
{"formula": "C18H24N2O3", "method": "ωB97M-V/def2-TZVPD", "symbols": ["C", "C", "C", "C", "C", "C", "C", "H", "H", "O", "C", "C", "N", "C", "O", "C", "C", "C", "O", "N", "C", "H", "C", "C", "C", "C", "H", "H", "H", "H", "H", "H", "H", "H", "H", "H", "H", "H", "H", "H", "H", "H", "H", "H", "H", "H", "H"], "coordinates": [[-3.2833, -4.0930, -0.3881], [-3.0513, -2.7457, -1.0038], [-1.7688, -2.2503, -1.1667], [-1.5377, -1.0000, -1.7299], [-2.6276, -0.2369, -2.1647], [-3.9157, -0.7409, -2.0116], [-4.1255, -1.9749, -1.4354], [-5.1329, -2.3466, -1.3196], [-4.7383, -0.1336, -2.3546], [-2.5135, 0.9810, -2.7669], [-1.2124, 1.5261, -2.7779], [-0.1797, 0.4308, -3.0473], [-0.2235, -0.5054, -1.9429], [0.7871, -0.7455, -1.0706], [0.6472, -1.4223, -0.0680], [2.1610, -0.1534, -1.3816], [2.2654, 1.3125, -0.9174], [1.2413, 1.6445, 0.1652], [0.2762, 2.3437, -0.1154], [1.4361, 1.1597, 1.3998], [2.5127, 0.2784, 1.8053], [2.2660, -0.7518, 1.5228], [2.7363, 0.3712, 3.3185], [2.5054, 1.8070, 3.7773], [1.0277, 2.1727, 3.5928], [0.4314, 1.3878, 2.4176], [0.0559, 0.4148, 2.7494], [-0.3898, 1.9369, 1.9558], [0.9344, 3.2439, 3.4125], [0.4620, 1.9349, 4.4945], [2.7980, 1.9282, 4.8207], [3.1299, 2.4725, 3.1771], [3.7538, 0.0510, 3.5466], [2.0530, -0.2928, 3.8488], [3.4305, 0.5762, 1.2924], [3.2776, 1.5266, -0.5719], [2.0465, 1.9924, -1.7433], [2.4059, -0.2434, -2.4402], [2.8705, -0.7666, -0.8240], [-0.4462, -0.1021, -3.9692], [0.8033, 0.8745, -3.1623], [-0.9881, 2.0034, -1.8148], [-1.2070, 2.2791, -3.5693], [-0.9264, -2.8387, -0.8441], [-2.3447, -4.5426, -0.0765], [-3.7700, -4.7583, -1.1008], [-3.9329, -4.0052, 0.4816]], "homo_energy_ha": -0.2920, "energy_ev": -28179.1146, "charge": 0, "e_above_lowest_kj_mol": 102.08}


Entry 2:
{"formula": "C5H10N2", "method": "ωB97M-V/def2-TZVPD", "symbols": ["C", "C", "C", "C", "C", "N", "N", "H", "H", "H", "H", "H", "H", "H", "H", "H", "H"], "coordinates": [[-2.4221, 0.4149, -0.0295], [-0.9890, 0.7222, 0.0599], [-3.0784, -0.7657, 0.0076], [1.8383, 1.1488, -0.1242], [1.9364, -1.2764, 0.1284], [-0.1698, -0.2898, -0.1099], [1.1801, -0.1029, -0.1557], [-2.9642, 1.2442, -0.3086], [-0.8123, 1.8207, 0.2248], [-2.6413, -1.8037, 0.0804], [-4.1310, -0.7970, -0.0742], [1.8652, 1.6667, 0.7980], [2.8524, 1.0413, -0.6512], [1.2331, 1.9034, -0.6264], [2.8686, -1.2912, -0.2152], [1.9066, -1.4421, 1.2424], [1.5274, -2.1936, -0.2466]], "homo_energy_ha": -0.2806, "energy_ev": -8324.1861, "charge": 0, "e_above_lowest_kj_mol": 303.65}


Entry 3:
{"formula": "C10H14N2O", "method": "ωB97M-V/def2-TZVPD", "symbols": ["C", "C", "C", "C", "C", "C", "C", "C", "C", "C", "H", "H", "H", "H", "H", "H", "H", "H", "H", "H", "H", "H", "H", "H", "N", "N", "O"], "coordinates": [[-1.4344, 1.9355, 0.1737], [-2.3623, -0.0935, 0.8656], [-1.2989, -1.0250, 0.8004], [-0.8986, -1.2904, -0.7120], [-1.4873, 0.0868, -1.4932], [1.4769, -0.9359, -0.5628], [2.0773, -1.1368, 0.6540], [3.0134, -0.2079, 1.0444], [3.2069, 0.9990, 0.2226], [1.9377, 0.0667, -1.3849], [-1.9710, 2.5076, 0.9450], [-0.4865, 1.6387, 0.6814], [-1.2970, 2.5769, -0.6432], [-3.3405, -0.6979, 0.9228], [-2.3056, 0.3597, 1.8714], [-0.3418, -0.7542, 1.3677], [-1.7070, -1.9031, 1.2874], [-1.4640, -2.0965, -1.2610], [-2.2297, -0.3516, -2.2740], [-0.5239, 0.5892, -1.9600], [1.7570, -2.0945, 1.3059], [3.4641, -0.2989, 2.0173], [3.6476, 2.0745, 0.8278], [1.5508, -0.1746, -2.3944], [-2.1797, 0.8172, -0.3657], [2.7243, 1.1517, -1.0192], [0.4722, -1.7428, -0.9169]], "homo_energy_ha": -0.3161, "energy_ev": -15620.5303, "charge": 0, "e_above_lowest_kj_mol": 460.20}


Entry 4:
{"formula": "C16H20F12O8", "method": "ωB97M-V/def2-TZVPD", "symbols": ["C", "C", "O", "C", "O", "C", "F", "F", "F", "H", "H", "H", "H", "H", "C", "C", "O", "C", "O", "C", "F", "F", "F", "H", "H", "H", "H", "H", "C", "C", "O", "C", "O", "C", "F", "F", "F", "H", "H", "H", "H", "H", "C", "C", "O", "C", "O", "C", "F", "F", "F", "H", "H", "H", "H", "H"], "coordinates": [[5.3948, 4.2072, -0.2133], [5.6986, 5.3843, -1.1411], [5.7975, 4.8616, -2.4672], [6.1347, 5.7345, -3.3907], [6.2343, 6.9073, -3.2270], [6.3419, 5.1323, -4.8003], [6.3796, 3.7995, -4.7723], [5.3173, 5.4967, -5.5750], [7.4715, 5.5901, -5.3159], [4.6798, 3.5921, -0.7510], [4.9419, 4.5078, 0.7288], [6.3034, 3.6475, 0.0041], [6.6147, 5.8825, -0.8306], [4.8603, 6.0778, -1.0745], [-1.4717, -1.1982, -0.4741], [0.0137, -1.1847, -0.1235], [0.4876, 0.1343, -0.3738], [1.6348, 0.4633, 0.2008], [2.3637, -0.3016, 0.7526], [1.9752, 1.9571, 0.0349], [0.9167, 2.6380, -0.3877], [2.3767, 2.4790, 1.1926], [2.9829, 2.0874, -0.8287], [-1.8855, -0.1921, -0.3702], [-2.1362, -1.8359, 0.1030], [-1.5826, -1.3998, -1.5418], [0.5410, -1.9954, -0.6257], [0.1318, -1.4319, 0.9348], [-1.3230, -7.5637, 6.0606], [-1.5112, -6.0663, 5.8597], [-1.8863, -5.7837, 4.5219], [-1.6895, -4.5658, 4.0758], [-1.2824, -3.6513, 4.7239], [-2.2057, -4.3811, 2.6243], [-2.7475, -3.1748, 2.5195], [-1.2174, -4.5310, 1.7447], [-3.1549, -5.2779, 2.3398], [-1.3729, -7.8221, 7.1179], [-0.4157, -7.9829, 5.6295], [-2.1743, -8.0967, 5.6274], [-0.6305, -5.5071, 6.1668], [-2.3040, -5.8002, 6.5622], [-4.0499, 2.1665, -0.6162], [-4.9148, 0.9878, -1.0108], [-4.4194, 0.5133, -2.2589], [-5.1892, -0.2237, -3.0352], [-6.3132, -0.5075, -2.7924], [-4.4862, -0.5802, -4.3634], [-5.2478, -0.2746, -5.4006], [-3.3275, 0.0775, -4.4857], [-4.2253, -1.8877, -4.3653], [-4.2633, 3.0121, -1.2714], [-2.9795, 2.0134, -0.7626], [-4.2300, 2.3933, 0.4329], [-5.9728, 1.2615, -1.0696], [-4.9841, 0.2120, -0.2419]], "homo_energy_ha": -0.4111, "energy_ev": -65906.9551, "charge": 0, "e_above_lowest_kj_mol": 85.94}


Entry 5:
{"formula": "C20H24CoGeN2O2S2", "method": "ωB97M-V/def2-TZVPD", "symbols": ["Co", "S", "C", "N", "C", "C", "S", "H", "H", "H", "H", "H", "C", "C", "C", "N", "H", "H", "H", "H", "H", "Ge", "C", "C", "C", "C", "C", "C", "C", "C", "C", "C", "C", "C", "H", "H", "H", "H", "H", "H", "H", "H", "H", "H", "H", "C", "O", "C", "O", "H", "H", "H"], "coordinates": [[1.3331, 0.4358, -0.2959], [0.0653, 1.5067, -1.8788], [-0.3341, 0.3214, -3.0704], [-0.4043, 0.6283, -4.3355], [-0.6159, -0.4790, -5.2761], [-1.2525, -1.6014, -4.4594], [-0.7006, -1.3222, -2.7365], [-0.1804, 1.5618, -4.6610], [0.3527, -0.7697, -5.6862], [-1.2634, -0.1545, -6.0877], [-0.9230, -2.5841, -4.7845], [-2.3393, -1.5594, -4.4658], [6.1957, 2.4098, -0.1343], [4.9976, 2.9798, 0.6450], [3.7877, 2.2507, 0.3727], [2.8388, 1.6519, 0.1294], [7.0675, 3.0194, 0.0904], [6.0235, 2.4442, -1.2079], [6.4092, 1.3854, 0.1632], [4.8005, 4.0228, 0.3832], [5.1551, 2.9342, 1.7259], [-0.3961, -0.5013, 1.7440], [-0.8877, 1.4149, 1.6384], [-0.5204, 2.2165, 2.6907], [-1.0608, 3.5309, 2.8239], [-1.9602, 4.0419, 1.8803], [-2.3209, 3.2548, 0.8109], [-1.8029, 1.9403, 0.7035], [-1.9206, -1.6308, 1.5936], [-2.8863, -1.4548, 0.6033], [-4.0189, -2.2525, 0.5950], [-4.1871, -3.2210, 1.5793], [-3.2238, -3.4010, 2.5632], [-2.0847, -2.6087, 2.5705], [0.5240, -0.6241, 2.9588], [0.1582, 1.8692, 3.4608], [-0.7681, 4.1445, 3.6679], [-2.3531, 5.0420, 2.0105], [-3.0133, 3.6120, 0.0598], [-2.1432, 1.3190, -0.1139], [-2.7551, -0.7249, -0.1848], [-4.7704, -2.1220, -0.1718], [-5.0748, -3.8392, 1.5783], [-3.3601, -4.1548, 3.3264], [-1.3391, -2.7540, 3.3430], [1.6764, -3.9117, 0.7533], [0.9070, -2.6833, 1.0563], [1.1275, -1.6004, 0.4204], [1.9498, -1.4305, -0.4941], [1.8927, -4.3491, 1.7208], [2.5793, -3.6543, 0.2108], [1.0193, -4.5495, 0.1713]], "s2": 6.028, "homo_energy_ha": [-0.6288, -0.6283], "multiplicity": 5, "energy_ev": -143989.2185, "charge": 3}


Copy entry 3 word for word.
{"formula": "C10H14N2O", "method": "ωB97M-V/def2-TZVPD", "symbols": ["C", "C", "C", "C", "C", "C", "C", "C", "C", "C", "H", "H", "H", "H", "H", "H", "H", "H", "H", "H", "H", "H", "H", "H", "N", "N", "O"], "coordinates": [[-1.4344, 1.9355, 0.1737], [-2.3623, -0.0935, 0.8656], [-1.2989, -1.0250, 0.8004], [-0.8986, -1.2904, -0.7120], [-1.4873, 0.0868, -1.4932], [1.4769, -0.9359, -0.5628], [2.0773, -1.1368, 0.6540], [3.0134, -0.2079, 1.0444], [3.2069, 0.9990, 0.2226], [1.9377, 0.0667, -1.3849], [-1.9710, 2.5076, 0.9450], [-0.4865, 1.6387, 0.6814], [-1.2970, 2.5769, -0.6432], [-3.3405, -0.6979, 0.9228], [-2.3056, 0.3597, 1.8714], [-0.3418, -0.7542, 1.3677], [-1.7070, -1.9031, 1.2874], [-1.4640, -2.0965, -1.2610], [-2.2297, -0.3516, -2.2740], [-0.5239, 0.5892, -1.9600], [1.7570, -2.0945, 1.3059], [3.4641, -0.2989, 2.0173], [3.6476, 2.0745, 0.8278], [1.5508, -0.1746, -2.3944], [-2.1797, 0.8172, -0.3657], [2.7243, 1.1517, -1.0192], [0.4722, -1.7428, -0.9169]], "homo_energy_ha": -0.3161, "energy_ev": -15620.5303, "charge": 0, "e_above_lowest_kj_mol": 460.20}